# C11H19CoNS7

C11H19CoNS7 as an isolated structure (wB97M-V/def2-TZVPD, OMol25).

Properties
2S+1: 5
Total charge: +1
E_HOMO (spin up / spin down) in eV: -10.71 / -11.34

XYZ file:
```
39
Properties=species:S:1:pos:R:3:forces:R:3
Co 0.25032 0.13252 0.49881 -1.8 -2.2 -0.4
S -0.68869 0.83742 -1.42326 -1.2 1.0 -1.3
S 1.32038 -1.82517 0.66800 1.0 -1.8 1.0
C -1.03963 2.60263 -1.24490 -0.1 0.4 0.0
C -2.40279 0.21289 -1.21049 0.2 -0.1 -0.5
C -2.55040 -0.42140 0.15402 -0.1 -0.6 0.3
N -1.35873 -1.26628 0.34851 -0.3 0.1 -0.2
C -1.28952 -2.15108 1.51821 -0.5 0.3 0.0
C 0.03845 -2.88630 1.43426 0.0 -0.4 -0.3
H -2.53271 -0.52246 -2.01553 -0.1 0.1 0.3
H -3.09698 1.03279 -1.39542 0.0 -0.1 0.1
H -3.47072 -1.01627 0.24348 0.1 0.2 -0.1
H -2.54806 0.32871 0.95412 -0.1 0.0 -0.1
H -2.14437 -2.85089 1.51434 0.4 0.1 0.2
H -1.35720 -1.51984 2.42066 0.0 -0.2 -0.3
H -0.05297 -3.75912 0.77724 0.0 0.1 0.1
H 0.38308 -3.24352 2.40552 0.0 0.1 -0.1
C 2.34864 -1.48860 2.11829 0.3 -0.1 0.3
H -1.14407 -1.79278 -0.50711 -0.4 0.0 0.3
H 1.83105 -0.84206 2.84295 0.2 -0.3 -0.3
H 3.24741 -0.98437 1.75067 -0.2 -0.1 0.1
H 2.61946 -2.45294 2.56235 0.0 0.3 -0.1
H -0.16132 3.16253 -1.58344 -0.2 -0.1 0.0
H -1.28769 2.90189 -0.21308 0.1 -0.3 -0.4
H -1.88924 2.79042 -1.91519 0.4 0.2 0.2
C 1.44349 -1.61257 -2.97292 0.1 0.2 0.3
C 0.32039 -2.33133 -2.84841 0.3 0.4 -0.1
H 2.41948 -1.94811 -2.56562 -0.8 0.1 -0.3
H 1.47182 -0.60605 -3.43564 -0.2 -0.8 0.1
H 0.30535 -3.29658 -2.33510 0.1 0.2 -0.3
H -0.62695 -2.00357 -3.29749 0.4 -0.1 0.2
S 1.48892 6.59447 0.29980 0.1 -0.5 0.0
C 1.57439 5.00343 0.60611 0.0 0.2 0.3
S 2.49702 3.83369 -0.30401 0.1 0.1 0.1
C 1.93061 2.41858 0.52265 0.2 -0.8 -0.7
C 1.11646 2.58766 1.64506 -0.5 0.4 -0.9
S 0.19789 1.24993 2.25878 0.0 2.1 2.3
S 0.71154 4.26018 1.95064 0.1 -0.3 0.3
S 2.12591 0.87153 -0.22687 2.4 2.4 -0.4
```
Forces are in eV/Å.

=====

# C4H5NO2

A 3-piece molecular cluster, C4H5NO2 overall (wB97M-V/def2-TZVPD, OMol25).

Properties
Total charge: 0
ΔE to the lowest compared entry with this formula, charge and spin in eV: 7.449
E_HOMO (spin up / spin down) in eV: -9.95 / -9.95

XYZ file:
```
12
Properties=species:S:1:pos:R:3:forces:R:3
O 1.17323 2.10512 0.83983 -0.2 -0.5 -0.1
C 0.65620 1.06819 0.52267 0.1 0.3 0.1
N 1.20283 0.10056 -0.38578 0.0 0.1 0.1
C 0.56502 -1.15140 -0.12611 0.0 -0.1 -0.1
C -0.86561 -0.58284 0.02145 0.1 0.1 0.1
O -1.37058 -0.50833 1.25437 -0.1 -0.2 0.0
C -0.83613 0.72688 0.62458 0.1 0.2 -0.2
H 0.22109 0.26254 -1.47598 -0.2 0.0 0.0
H 0.82502 -1.62543 0.82196 -0.1 0.2 0.0
H 0.67969 -1.84175 -0.96134 0.1 0.1 0.2
H -0.65581 -0.04106 -1.60774 -0.1 0.0 0.1
H -1.59497 1.48752 0.47209 0.2 -0.1 0.0
```
Forces are in eV/Å.